{
  "formula": "C35H49Cl2N3OP4Pd",
  "method": "ωB97M-V with the def2-TZVPD basis set",
  "elements": ["P", "C", "C", "H", "C", "H", "C", "H", "C", "H", "C", "H", "C", "C", "H", "C", "H", "C", "H", "C", "H", "C", "H", "C", "C", "H", "C", "H", "C", "H", "C", "H", "C", "H", "Pd", "C", "C", "H", "C", "O", "H", "C", "H", "C", "Cl", "Cl", "P", "C", "H", "H", "H", "C", "H", "H", "H", "C", "H", "H", "H", "P", "C", "C", "H", "H", "H", "H", "H", "H", "C", "H", "H", "H", "H", "C", "N", "C", "N", "C", "N", "C", "P", "C", "C", "H", "H", "H", "H", "H", "H", "H", "H", "H", "H", "H", "H"],
  "coordinates": [[1.318, 1.772, -5.415], [2.979, 1.802, -4.989], [3.623, 1.220, -6.111], [3.033, 0.619, -6.807], [4.959, 1.505, -6.332], [5.440, 1.118, -7.229], [5.646, 2.292, -5.395], [6.692, 2.518, -5.580], [5.033, 2.775, -4.230], [5.606, 3.370, -3.510], [3.682, 2.519, -3.992], [3.165, 2.845, -3.083], [0.592, 0.203, -5.708], [1.149, -1.063, -5.371], [2.037, -1.119, -4.741], [0.563, -2.232, -5.880], [1.004, -3.217, -5.666], [-0.575, -2.128, -6.715], [-1.002, -3.029, -7.149], [-1.176, -0.881, -6.995], [-2.046, -0.805, -7.655], [-0.619, 0.270, -6.442], [-1.063, 1.243, -6.639], [0.274, 3.135, -5.132], [0.536, 3.837, -6.334], [1.300, 3.433, -7.004], [-0.191, 4.979, -6.660], [-0.004, 5.485, -7.606], [-1.153, 5.432, -5.728], [-1.720, 6.329, -5.981], [-1.388, 4.782, -4.503], [-2.133, 5.185, -3.794], [-0.671, 3.608, -4.192], [-0.795, 3.099, -3.235], [0.063, -0.049, 0.174], [-1.772, -0.802, -0.657], [-2.247, -0.821, -1.903], [-2.383, -1.236, 0.131], [-1.547, -0.072, -3.115], [-2.530, 0.913, -3.640], [-2.003, 1.557, -4.133], [-0.393, 0.663, -2.641], [-1.198, -0.801, -3.886], [0.227, 0.773, -1.503], [-0.633, -1.090, 2.314], [2.386, 1.046, 0.532], [1.449, -1.864, -0.278], [2.386, -2.173, 1.233], [1.676, -2.377, 2.039], [2.920, -1.249, 1.476], [3.079, -3.002, 1.072], [0.396, -3.296, -0.553], [-0.107, -3.195, -1.519], [-0.360, -3.326, 0.235], [1.007, -4.203, -0.537], [2.622, -1.854, -1.644], [3.206, -0.929, -1.621], [2.098, -1.915, -2.604], [3.294, -2.716, -1.544], [-3.798, -1.694, -2.375], [-4.353, -2.758, -1.031], [-3.507, -2.693, -3.864], [-4.316, -2.194, -0.087], [-3.700, -3.645, -0.977], [-5.390, -3.079, -1.238], [-3.095, -2.069, -4.672], [-4.456, -3.145, -4.198], [-2.800, -3.500, -3.618], [-5.068, -0.467, -2.768], [-5.392, 0.024, -1.841], [-5.934, -0.953, -3.241], [-4.622, 0.274, -3.446], [1.124, 1.423, -1.544], [-0.254, 4.358, 2.801], [-1.138, 4.372, 1.610], [-2.521, 4.079, 2.056], [-2.626, 2.773, 2.743], [-1.699, 2.733, 3.900], [-0.309, 3.068, 3.521], [0.350, 2.000, 2.797], [-0.692, 1.722, 1.280], [-0.684, 3.433, 0.567], [-2.435, 1.665, 1.811], [-0.591, 5.145, 3.498], [0.778, 4.544, 2.478], [-3.179, 4.064, 1.180], [-2.838, 4.864, 2.767], [-1.722, 1.731, 4.349], [-2.038, 3.489, 4.629], [1.370, 2.271, 2.487], [0.381, 1.076, 3.385], [-1.358, 3.485, -0.303], [0.326, 3.702, 0.222], [-2.639, 0.702, 2.290], [-3.095, 1.778, 0.938]],
  "forces_ev_per_angstrom": [[-0.67, -1.26, 1.55], [0.90, -0.39, 0.07], [0.63, 0.46, 0.27], [0.35, 0.23, 0.01], [0.05, -0.12, 0.34], [0.09, 0.13, 0.29], [-0.03, -0.10, -0.18], [-0.16, 0.03, 0.08], [-0.20, -0.13, 0.16], [-0.20, -0.36, -0.31], [-0.15, -0.10, -0.67], [0.26, 0.09, -0.44], [-0.83, -0.89, 0.14], [-0.25, 0.14, -0.53], [-0.15, 0.08, -0.24], [-0.33, 0.60, -0.21], [-0.27, 0.58, -0.08], [0.15, 0.36, 0.23], [0.11, 0.13, 0.05], [0.40, -0.39, 0.45], [0.33, -0.11, 0.38], [0.39, -0.35, -0.28], [0.04, -0.14, -0.10], [-0.19, 1.06, -0.63], [-0.82, 0.81, 0.11], [-0.28, 0.45, -0.08], [-0.36, -0.07, 0.85], [-0.18, 0.01, 0.34], [0.30, -0.03, -0.46], [0.09, -0.24, 0.17], [0.40, -0.52, -0.10], [0.56, -0.28, -0.49], [0.20, 0.36, -0.47], [-0.05, 0.12, -0.25], [-1.96, -2.27, -0.08], [-0.51, -0.05, -0.05], [-0.08, 0.20, -1.35], [0.06, -0.31, -0.02], [-1.29, -0.12, 0.20], [0.89, -1.27, 0.10], [-0.20, -0.03, -0.06], [-0.15, -0.69, 1.04], [-0.66, 0.44, 0.20], [1.76, 1.95, -2.55], [0.25, -0.13, -0.42], [0.67, 0.20, 0.04], [1.24, -0.68, 0.67], [0.03, 0.12, -0.03], [0.14, -0.10, -0.12], [0.00, -0.30, -0.06], [-0.04, -0.02, 0.09], [-0.32, 0.01, -0.14], [0.07, -0.07, 0.08], [0.10, -0.08, 0.00], [-0.05, 0.03, 0.01], [0.19, 0.18, -0.34], [-0.05, -0.13, 0.09], [0.00, -0.02, 0.20], [-0.13, 0.15, -0.01], [0.54, 0.78, -0.03], [-0.07, -0.13, -0.13], [-0.05, -0.12, 0.15], [-0.07, -0.28, -0.30], [-0.25, 0.37, 0.09], [0.44, 0.13, 0.13], [-0.16, -0.17, 0.31], [0.35, 0.20, 0.13], [-0.19, 0.27, -0.13], [-0.16, -0.16, -0.02], [0.12, -0.09, -0.24], [0.24, 0.12, 0.15], [-0.21, -0.27, 0.25], [-0.27, -0.18, 0.34], [-0.40, -0.52, 0.05], [-0.24, 0.04, 0.33], [0.56, -0.31, 0.20], [-0.02, 0.42, -0.01], [0.29, 0.48, -0.40], [-0.22, 0.56, 0.45], [-0.59, 0.04, -0.04], [0.72, 1.93, 1.06], [0.03, 0.25, 0.06], [-0.28, -0.18, 0.47], [0.18, -0.24, -0.41], [-0.22, 0.02, 0.17], [0.02, 0.11, 0.20], [0.16, -0.33, -0.42], [-0.01, 0.28, -0.06], [0.06, -0.39, -0.27], [-0.47, -0.07, 0.07], [0.01, 0.26, -0.17], [0.10, -0.06, 0.25], [-0.22, -0.12, 0.19], [0.02, 0.17, -0.03], [0.18, 0.00, 0.16]],
  "lowdin_charge": [1.16, -0.35, -0.10, 0.11, -0.04, 0.12, -0.03, 0.12, -0.04, 0.13, -0.03, 0.12, -0.36, -0.08, 0.10, -0.05, 0.12, -0.05, 0.11, -0.05, 0.12, -0.09, 0.11, -0.33, -0.12, 0.11, -0.03, 0.12, -0.03, 0.12, -0.04, 0.13, -0.06, 0.09, 0.37, -0.15, -0.33, 0.00, -0.35, -0.06, 0.05, -0.05, 0.12, -0.34, 0.05, 0.01, 0.74, -0.28, 0.01, -0.01, 0.06, -0.23, 0.04, 0.04, 0.07, -0.23, 0.04, 0.02, 0.07, 0.90, -0.17, -0.16, 0.06, 0.07, 0.08, 0.05, 0.08, 0.07, -0.17, 0.07, 0.07, 0.05, 0.00, -0.15, -0.14, -0.16, -0.14, -0.14, -0.16, -0.34, 0.88, -0.28, -0.31, 0.14, 0.13, 0.13, 0.14, 0.14, 0.14, 0.04, 0.05, 0.09, 0.10, 0.06, 0.10],
  "homo_energy_ev": [-10.67, -12.36],
  "lumo_energy_ev": [-4.876, -8.159],
  "e_tot_ev": -109267.61743,
  "multiplicity": 5,
  "total_charge": 2
}

{
  "formula": "C4H15N3S",
  "method": "ωB97M-V with the def2-TZVPD basis set",
  "elements": ["C", "C", "S", "N", "H", "H", "H", "H", "H", "H", "N", "C", "C", "N", "H", "H", "H", "H", "H", "H", "H", "H", "H"],
  "coordinates": [[-0.349, 1.901, 0.901], [-1.671, 1.902, 0.106], [-1.655, 0.591, -1.221], [0.867, 2.317, 0.214], [-0.192, 0.878, 1.246], [-0.457, 2.492, 1.814], [-1.798, 2.835, -0.448], [-2.495, 1.830, 0.819], [0.729, 3.245, -0.180], [0.960, 1.719, -0.605], [-0.112, -1.766, 1.426], [0.300, -2.143, 0.067], [1.392, -1.216, -0.459], [1.416, -0.981, -1.889], [-0.710, -2.494, 1.812], [-1.644, -0.475, 0.212], [-0.654, -0.895, 1.436], [0.697, -3.158, 0.044], [-0.573, -2.111, -0.598], [1.334, -0.261, 0.080], [2.348, -1.648, -0.158], [0.483, -0.792, -2.221], [1.783, -1.772, -2.402]],
  "forces_ev_per_angstrom": [[1.32, -0.38, 0.39], [0.03, 0.83, -1.53], [-0.42, -1.37, 4.83], [-1.41, -0.20, -0.63], [0.13, 0.10, 0.17], [-0.38, 0.16, -0.22], [0.03, 0.03, 0.10], [-0.18, -0.62, -0.29], [0.29, 0.18, 0.29], [0.60, 0.02, 0.09], [-0.39, -0.29, -0.30], [-0.33, 0.15, -0.25], [0.42, 0.08, 0.39], [0.07, 0.02, 0.28], [0.10, 0.12, 0.15], [0.04, 1.44, -3.08], [0.32, -0.15, 0.29], [-0.34, -0.08, 0.29], [0.26, -0.25, -0.34], [-0.05, -0.03, -0.13], [0.06, 0.23, -0.06], [-0.16, 0.02, -0.39], [-0.02, -0.01, -0.04]],
  "nbo_charge": [-0.24, -0.57, 0.50, -0.75, 0.20, 0.25, 0.25, 0.28, 0.37, 0.35, -0.76, -0.25, -0.24, -0.80, 0.39, 0.22, 0.31, 0.23, 0.14, 0.18, 0.23, 0.33, 0.38],
  "relative_energy_kj_mol": 268.1,
  "homo_energy_ev": [-13.17, -12.97],
  "lumo_energy_ev": [-5.946, -8.932],
  "e_tot_ev": -19685.63454,
  "multiplicity": 2,
  "total_charge": 1
}

Q: What is the formula in the second record?
A: C4H15N3S